# 1
Computed, not measured: a structure of composition C40H30Br2I2N6O5STl in a non-equilibrium geometry, with ωB97M-V/def2-TZVPD.

Frontier orbital gap in hartree: 0.2587
Charge: -1

CARTESIAN COORDINATES (ANGSTROEM)
Tl1 -0.018 0.823 0.451
I1 -4.592 -2.195 6.096
C1 -3.251 -1.121 4.859
C2 -2.407 -0.186 5.430
C3 -1.584 0.514 4.588
I2 -0.332 2.023 5.322
C4 -1.506 0.313 3.197
O1 -0.651 1.028 2.543
C5 -2.417 -0.624 2.656
C6 -2.474 -1.002 1.196
N1 -2.211 0.053 0.210
C7 -3.217 1.121 0.173
C8 -2.832 2.339 0.967
C9 -3.743 3.021 1.768
C10 -3.334 4.156 2.445
C11 -2.020 4.579 2.314
C12 -1.175 3.833 1.513
N2 -1.574 2.759 0.849
C13 -3.265 -1.329 3.498
H1 -2.391 -0.014 6.497
H2 -3.471 -1.435 1.004
H3 -1.736 -1.797 1.014
H4 -2.251 -0.440 -0.733
H5 -4.189 0.749 0.514
H6 -3.333 1.419 -0.884
H7 -4.751 2.651 1.872
H8 -4.025 4.696 3.077
H9 -1.654 5.447 2.837
H10 -0.134 4.106 1.403
H11 -3.931 -2.065 3.065
Br1 2.433 2.217 1.370
C14 2.746 2.931 -0.420
C15 3.902 3.637 -0.627
C16 4.163 4.217 -1.875
C17 3.250 4.095 -2.883
C18 2.055 3.373 -2.700
C19 1.113 3.274 -3.745
C20 -0.055 2.594 -3.565
C21 -0.299 1.946 -2.346
C22 0.596 1.996 -1.308
C23 1.786 2.742 -1.445
H12 4.609 3.749 0.179
H13 5.089 4.754 -2.024
H14 3.427 4.549 -3.846
H15 1.338 3.766 -4.682
H16 -0.790 2.521 -4.351
H17 -1.220 1.403 -2.241
N3 6.549 -4.080 3.120
C24 5.276 -3.555 2.977
C25 4.149 -4.335 3.256
C26 2.884 -3.775 3.235
C27 2.733 -2.438 2.931
C28 3.832 -1.660 2.622
C29 5.099 -2.210 2.636
S1 1.153 -1.606 2.971
O2 0.087 -2.537 3.222
O3 1.295 -0.523 3.900
N4 1.033 -0.989 1.443
C30 0.964 -1.865 0.453
N5 0.556 -1.337 -0.729
C31 0.428 -2.151 -1.755
C32 0.679 -3.511 -1.640
C33 1.135 -3.946 -0.404
N6 1.307 -3.146 0.627
H18 6.630 -5.084 3.103
H19 7.293 -3.576 2.665
H20 4.279 -5.381 3.505
H21 2.003 -4.351 3.464
H22 3.681 -0.615 2.400
H23 5.964 -1.602 2.405
H24 0.113 -1.711 -2.690
H25 0.517 -4.186 -2.461
H26 1.388 -4.983 -0.223
Br2 -5.122 -1.351 -4.863
C34 -3.315 -1.113 -5.416
C35 -2.981 -1.385 -6.733
C36 -1.661 -1.258 -7.135
C37 -0.697 -0.837 -6.232
C38 -1.057 -0.550 -4.927
C39 -2.370 -0.697 -4.495
C40 -2.729 -0.337 -3.048
O4 -3.333 0.729 -2.888
O5 -2.318 -1.132 -2.177
H27 -3.749 -1.697 -7.427
H28 -1.389 -1.486 -8.158
H29 0.336 -0.728 -6.538
H30 -0.317 -0.194 -4.223

Löwdin atomic charge list, values in e, 8 entries: Tl 0.889; I 0.761; C -0.721; C -0.231; C -0.607; I 0.929; C -0.465; O -0.285

# 2
Computed, not measured: a structure of composition C40H30Cl3N2O2P2TeV, with ωB97M-V/def2-TZVPD.

Frontier orbital gap (spin up / spin down) in hartree: 0.2520 / 0.2331
Expectation value of S²: 0.779
2S+1: 2
Charge: -1

CARTESIAN COORDINATES (ANGSTROEM)
V1 0.689 0.113 -1.661
Te1 -0.187 -2.389 1.607
C1 -0.593 -2.347 3.692
C2 -1.246 -1.262 4.270
C3 -1.485 -1.265 5.634
N1 -1.129 -2.253 6.455
C4 -0.503 -3.285 5.895
C5 -0.215 -3.380 4.542
C6 -0.455 -0.348 1.296
P1 -1.336 0.066 -0.225
C7 -2.868 -0.929 -0.336
C8 -3.523 -1.425 0.790
C9 -4.720 -2.112 0.660
C10 -5.275 -2.314 -0.597
C11 -4.629 -1.825 -1.723
C12 -3.430 -1.139 -1.590
C13 -2.120 1.706 0.051
C14 -2.940 1.945 1.150
C15 -3.494 3.197 1.356
C16 -3.226 4.230 0.465
C17 -2.407 4.003 -0.630
C18 -1.859 2.743 -0.836
P2 1.107 0.396 0.752
C19 2.431 -0.045 1.922
C20 3.712 -0.273 1.433
C21 4.749 -0.584 2.304
C22 4.505 -0.679 3.665
C23 3.225 -0.456 4.159
C24 2.194 -0.136 3.292
C25 0.966 2.197 1.069
C26 1.641 3.071 0.221
C27 1.521 4.444 0.392
C28 0.720 4.950 1.404
C29 0.044 4.082 2.253
C30 0.169 2.712 2.087
H1 -1.522 -0.416 3.648
H2 -1.993 -0.424 6.096
H3 -0.205 -4.085 6.566
H4 0.313 -4.251 4.171
H5 -3.091 -1.274 1.772
H6 -5.216 -2.498 1.542
H7 -6.208 -2.854 -0.700
H8 -5.054 -1.983 -2.706
H9 -2.919 -0.766 -2.472
H10 -3.129 1.146 1.858
H11 -4.129 3.373 2.215
H12 -3.652 5.213 0.629
H13 -2.182 4.806 -1.320
H14 -1.208 2.580 -1.689
H15 3.894 -0.213 0.366
H16 5.743 -0.759 1.913
H17 5.311 -0.931 4.343
H18 3.028 -0.535 5.221
H19 1.194 0.029 3.676
H20 2.252 2.677 -0.586
H21 2.046 5.114 -0.278
H22 0.612 6.021 1.528
H23 -0.594 4.476 3.035
H24 -0.381 2.026 2.721
Cl1 0.536 3.105 -4.704
C31 1.049 1.415 -4.698
Cl2 1.224 0.788 -6.313
Cl3 -0.271 0.460 -3.852
C32 2.377 1.312 -3.856
O1 3.408 1.496 -4.461
O2 2.209 1.087 -2.616
C33 1.107 -1.979 -1.849
C34 1.486 -2.281 -3.232
C35 0.573 -2.878 -4.119
C36 0.883 -3.087 -5.446
C37 2.131 -2.700 -5.942
C38 3.055 -2.106 -5.081
C39 2.736 -1.909 -3.753
C40 2.445 -2.901 -7.322
N2 2.699 -3.065 -8.433
H25 1.926 -2.136 -1.137
H26 0.255 -2.585 -1.525
H27 -0.402 -3.170 -3.746
H28 0.163 -3.545 -6.112
H29 4.014 -1.782 -5.463
H30 3.451 -1.421 -3.101

Löwdin atomic charge list, values in e, 8 entries: V 0.310; Te 1.260; C -0.544; C -0.150; C -0.166; N 0.036; C -0.177; C -0.142

| no. | electronic energy (Ha) |
| --- | --- |
| 1 | -8561.2287 |
| 2 | -5077.6082 |